[1]
3 unconnected molecules or ions with the total composition C5H14O2 at a distorted geometry, computed with the ωB97M-V functional and the def2-TZVPD basis.

```
21
C5H14O2 | OMol25 | the ωB97M-V functional and the def2-TZVPD basis
C 2.038 0.244 0.955
C 0.541 0.173 1.525
C -0.125 -1.088 1.921
C -1.074 -1.511 1.078
C -1.181 -2.980 0.841
H 2.140 0.407 -0.016
H 2.645 0.925 1.574
H 2.544 -0.702 1.130
H 0.524 0.827 2.519
H 0.075 0.575 0.633
H 0.401 -1.883 2.535
H -1.656 -0.854 0.481
H -0.170 -3.401 1.080
H -1.675 -3.584 1.687
H -1.342 -3.413 -0.139
H 1.475 5.128 -4.776
H 1.709 4.748 -3.329
O 1.000 4.947 -3.950
H -2.342 0.331 -2.695
H -2.748 0.968 -1.310
O -2.778 0.144 -1.743
```

Output
**LUMO**: 0.5568 eV
**Orbital gap**: 9.0 eV
**SMILES string**: C/C=C/CC.O.O
**HOMO**: -8.420 eV
**Spin multiplicity**: 1



[2]
A molecular structure, C34H23AsClN2OSbSe4Y, computed with the ωB97M-V functional and the def2-TZVPD basis.

```
68
C34H23AsClN2OSbSe4Y | OMol25 | the ωB97M-V functional and the def2-TZVPD basis
Y -0.430 -1.177 1.205
Cl -0.944 5.651 3.548
C -0.753 3.924 3.413
C 0.423 3.319 3.862
C 0.578 1.958 3.771
C -0.420 1.122 3.211
O -0.254 -0.166 3.168
C -1.601 1.769 2.737
C -2.727 1.039 2.171
N -2.614 -0.050 1.510
C -3.761 -0.736 1.041
C -4.909 -0.124 0.615
C -5.988 -0.894 0.136
C -5.892 -2.254 0.069
C -4.706 -2.911 0.470
C -4.519 -4.309 0.346
C -3.325 -4.859 0.696
C -2.308 -4.017 1.188
N -2.444 -2.717 1.337
C -3.631 -2.150 0.968
C -1.755 3.156 2.881
H 1.209 3.932 4.285
H 1.481 1.479 4.126
H -3.718 1.464 2.351
H -4.980 0.956 0.609
H -6.885 -0.392 -0.202
H -6.709 -2.848 -0.320
H -5.317 -4.915 -0.065
H -3.103 -5.906 0.545
H -1.328 -4.424 1.413
H -2.674 3.627 2.549
Se 1.040 -5.594 -4.501
Sb 0.710 -5.897 -2.138
Se 0.049 -2.605 -1.048
Se 1.167 -3.309 0.940
Se -1.496 -6.754 -1.675
C 5.323 3.364 1.205
C 5.648 2.251 0.443
C 4.660 1.356 0.053
C 3.340 1.571 0.430
C 3.019 2.684 1.201
C 4.005 3.581 1.581
As 1.919 0.338 -0.080
C 2.664 -0.621 -1.568
C 3.452 -1.759 -1.503
C 3.672 -2.491 -2.660
C 3.111 -2.082 -3.864
C 2.349 -0.927 -3.929
C 2.112 -0.187 -2.776
C 1.203 0.971 -2.675
C 0.557 1.605 -3.732
C -0.295 2.672 -3.484
C -0.523 3.116 -2.187
C 0.109 2.486 -1.121
C 0.970 1.430 -1.373
H 6.095 4.062 1.504
H 6.675 2.078 0.145
H 4.916 0.497 -0.555
H 1.993 2.855 1.509
H 3.744 4.450 2.173
H 3.817 -2.122 -0.550
H 4.226 -3.420 -2.619
H 3.228 -2.705 -4.740
H 1.890 -0.642 -4.868
H 0.714 1.268 -4.748
H -0.793 3.160 -4.312
H -1.192 3.948 -2.007
H -0.072 2.824 -0.105
```

Output
**LUMO**: 0.9782 eV
**Orbital gap**: 4.5 eV
**HOMO**: -3.561 eV
**Spin multiplicity**: 1
**Net charge**: -1



[3]
2 unconnected molecules or ions with the total composition C6H12N2 at a distorted geometry, computed with the ωB97M-V functional and the def2-TZVPD basis.

```
20
C6H12N2 | OMol25 | the ωB97M-V functional and the def2-TZVPD basis
C -1.502 0.100 0.807
C 0.826 -0.229 -0.871
C -1.099 1.084 -1.401
C 2.240 -0.232 -0.377
N 0.242 0.952 -1.191
C -0.636 -0.940 0.640
N -1.175 1.161 1.681
C -0.294 -2.157 1.003
H 0.689 1.768 -0.790
H -2.556 -0.012 0.594
H 0.517 -1.060 -1.492
H -1.545 2.057 1.397
H -0.187 1.232 1.881
H -1.576 0.294 -1.960
H -1.468 2.093 -1.525
H 2.450 0.654 0.230
H 2.414 -1.106 0.256
H 2.975 -0.267 -1.190
H 0.446 -2.736 0.457
H -0.762 -2.655 1.852
```

Output
**LUMO (alpha / beta)**: 0.9413 / 0.9413 eV
**Orbital gap (alpha / beta)**: 7.7 / 7.7 eV
**HOMO (alpha / beta)**: -6.747 / -6.747 eV
**Spin multiplicity**: 1



[4]
A molecular structure, C44H36Cl2N2O9STeV, computed with the ωB97M-V functional and the def2-TZVPD basis.

```
96
C44H36Cl2N2O9STeV | OMol25 | the ωB97M-V functional and the def2-TZVPD basis
V 0.032 0.178 0.601
Cl 4.784 2.870 5.428
C 3.618 2.462 4.236
C 2.815 3.470 3.695
C 1.863 3.183 2.733
Cl 0.890 4.419 2.060
C 1.699 1.864 2.310
O 0.785 1.561 1.388
C 2.514 0.854 2.848
C 2.382 -0.485 2.365
O 1.559 -0.861 1.513
C 3.481 1.158 3.815
H 2.938 4.491 4.031
H 3.065 -1.241 2.765
H 4.109 0.379 4.227
O 1.112 -0.490 -2.039
N 1.359 0.247 -1.130
O -2.191 2.415 1.652
C -3.158 2.631 0.714
C -3.916 3.787 0.836
C -4.945 4.038 -0.054
C -5.256 3.132 -1.064
C -4.503 1.985 -1.195
C -3.424 1.742 -0.336
C -2.598 0.566 -0.627
O -3.004 -0.499 -1.033
O -1.254 0.743 -0.474
H -2.167 1.487 1.920
H -3.702 4.460 1.654
H -5.529 4.942 0.054
H -6.075 3.326 -1.741
H -4.711 1.271 -1.981
O 5.116 0.793 -7.489
C 5.247 -0.044 -6.449
O 5.836 -1.078 -6.549
C 4.594 0.357 -5.149
C 3.424 1.109 -5.099
C 2.835 1.393 -3.879
C 3.431 0.913 -2.718
S 2.703 1.290 -1.162
C 4.604 0.166 -2.754
C 5.180 -0.116 -3.980
H 4.756 1.648 -7.224
H 2.948 1.455 -6.008
H 1.925 1.978 -3.829
H 5.054 -0.197 -1.840
H 6.079 -0.713 -4.051
C -5.877 -7.021 -0.772
C -4.769 -6.010 -0.797
C -4.714 -5.027 -1.779
C -3.696 -4.085 -1.826
C -3.693 -3.076 -2.949
C -2.712 -4.152 -0.824
Te -1.135 -2.805 -1.112
N -0.783 -1.726 0.557
C -1.559 -1.389 1.573
O -1.209 -0.250 2.083
C -2.672 -2.121 2.205
C -3.851 -2.417 1.529
C -4.865 -3.085 2.200
C -4.698 -3.458 3.526
C -3.527 -3.140 4.204
C -2.518 -2.456 3.551
C 0.487 -4.154 -1.168
C 0.527 -4.639 -2.479
C 1.469 -5.577 -2.856
C 2.395 -6.010 -1.918
C 2.364 -5.506 -0.631
C 1.413 -4.573 -0.211
C 1.476 -4.114 1.220
C -2.733 -5.120 0.184
C -1.725 -5.198 1.289
C -3.770 -6.039 0.170
H -6.578 -6.868 -1.589
H -6.427 -6.966 0.168
H -5.474 -8.031 -0.852
H -5.485 -4.995 -2.540
H -4.631 -3.136 -3.497
H -2.894 -3.274 -3.667
H -3.588 -2.052 -2.589
H -3.992 -2.103 0.505
H -5.790 -3.307 1.685
H -5.492 -3.982 4.042
H -3.408 -3.415 5.243
H -1.610 -2.185 4.076
H -0.181 -4.287 -3.225
H 1.487 -5.953 -3.870
H 3.148 -6.736 -2.193
H 3.100 -5.845 0.089
H 2.518 -3.957 1.505
H 1.079 -4.883 1.885
H 0.934 -3.192 1.393
H -1.001 -4.389 1.256
H -1.181 -6.144 1.247
H -2.230 -5.143 2.254
H -3.804 -6.794 0.948
```

Output
**LUMO (alpha / beta)**: -7.3385 / -6.9522 eV
**Orbital gap (alpha / beta)**: 5.9 / 6.3 eV
**HOMO (alpha / beta)**: -13.217 / -13.218 eV
**Spin multiplicity**: 2
**Net charge**: +2



[5]
A molecular structure, C34H32As3CrN2O26S2, computed with the ωB97M-V functional and the def2-TZVPD basis.

```
100
C34H32As3CrN2O26S2 | OMol25 | the ωB97M-V functional and the def2-TZVPD basis
Cr 0.545 -1.970 0.455
O 5.993 -0.222 2.229
C 4.905 -0.622 1.906
C 3.583 -0.353 2.630
O 3.450 0.020 3.779
C 2.575 -0.740 1.655
C 3.127 -1.441 0.590
O 2.321 -1.932 -0.295
C 4.585 -1.493 0.682
O 5.397 -2.098 0.020
O 1.282 -0.599 1.687
O -2.849 0.272 -0.308
As -1.890 -0.755 -1.453
O -2.093 0.031 -2.869
O -0.356 -0.660 -0.729
C -2.933 -2.363 -1.073
C -4.243 -2.232 -0.630
C -4.990 -3.366 -0.329
C -4.430 -4.629 -0.450
C -3.125 -4.768 -0.905
C -2.399 -3.635 -1.225
S -0.747 -3.734 -1.857
O -0.693 -2.551 -2.702
O -0.573 -5.006 -2.499
O 0.118 -3.592 -0.656
H -2.965 1.091 -0.808
H -4.664 -1.244 -0.510
H -6.012 -3.257 0.014
H -5.012 -5.506 -0.196
H -2.667 -5.741 -1.027
C 0.921 -4.908 3.829
S 1.746 -3.423 3.262
C 0.761 -2.231 4.167
O 1.385 -3.356 1.804
H -0.093 -4.883 3.432
H 0.932 -4.920 4.919
H 1.475 -5.759 3.438
H 1.126 -2.236 5.195
H -0.291 -2.500 4.116
H 0.953 -1.260 3.711
O -1.651 -4.003 2.366
C -1.914 -2.844 2.060
O -1.229 -2.012 1.388
C -3.236 -2.262 2.549
C -3.542 -0.920 2.365
C -4.775 -0.463 2.791
C -5.728 -1.277 3.374
C -5.378 -2.603 3.541
C -4.154 -3.112 3.146
N -6.365 -3.507 4.162
O -7.417 -3.030 4.531
O -6.072 -4.674 4.276
N -5.110 0.965 2.608
O -6.256 1.308 2.827
O -4.231 1.706 2.240
H -2.846 -0.269 1.851
H -6.686 -0.895 3.683
H -3.903 -4.155 3.273
C -0.638 1.993 1.394
O 0.569 2.603 1.860
C 1.739 2.621 1.220
O 2.697 3.014 1.842
C 1.949 2.046 -0.178
C 3.141 2.346 -0.757
As 3.466 4.267 -0.685
C 5.136 4.540 -1.705
C 2.166 4.379 -2.213
C 1.128 3.567 -2.427
As 0.507 1.814 -1.521
C 1.183 0.609 -2.908
C 0.126 3.936 -3.478
O 0.255 3.646 -4.640
O -1.014 4.537 -3.084
C -1.232 4.932 -1.728
C 2.294 5.720 -2.877
O 2.142 6.737 -2.246
O 2.636 5.823 -4.174
C 3.048 4.707 -4.970
C 3.763 1.446 -1.765
O 3.963 0.285 -1.542
O 4.223 2.050 -2.877
C 4.932 1.174 -3.761
H -1.283 1.949 2.271
H -0.462 0.993 1.014
H -1.117 2.606 0.635
H 5.876 3.827 -1.340
H 5.483 5.550 -1.490
H 5.015 4.405 -2.775
H 1.854 1.113 -3.599
H 0.280 0.280 -3.422
H 1.653 -0.247 -2.430
H -1.348 6.015 -1.708
H -0.409 4.655 -1.074
H -2.148 4.451 -1.387
H 2.522 4.784 -5.918
H 2.808 3.761 -4.504
H 4.125 4.790 -5.127
H 5.363 1.813 -4.528
H 4.248 0.451 -4.206
H 5.708 0.633 -3.223
```

Output
**LUMO (alpha / beta)**: 2.6525 / 2.6531 eV
**Orbital gap (alpha / beta)**: 6.0 / 6.0 eV
**HOMO (alpha / beta)**: -3.344 / -3.332 eV
**Spin multiplicity**: 2
**Net charge**: -2



[6]
A molecular structure, C18H34BCl2CoF8O4 at a distorted geometry, computed with the ωB97M-V functional and the def2-TZVPD basis.

```
68
C18H34BCl2CoF8O4 | OMol25 | the ωB97M-V functional and the def2-TZVPD basis
Co 0.195 -0.219 -0.688
B -0.249 1.328 0.882
H 0.867 1.702 1.083
H -0.226 0.141 1.055
H -0.921 1.900 1.678
H -0.532 1.557 -0.262
C -0.372 -1.529 3.961
C -1.449 -2.049 4.867
C -1.017 -2.464 6.281
F 0.164 -3.091 6.250
F -0.873 -1.324 7.013
F -2.411 -1.111 4.968
F -2.041 -3.134 4.273
O 0.558 -2.556 3.653
C 1.736 -2.135 3.176
C 2.528 -3.354 2.703
F 3.649 -2.926 2.109
F 2.896 -4.088 3.785
F 1.550 -1.304 2.092
F 2.427 -1.413 4.076
H 0.097 -0.639 4.398
H -0.818 -1.127 3.044
H -1.769 -3.092 6.762
H 1.911 -3.997 2.075
C 0.159 0.630 -4.950
C -0.007 2.030 -4.334
C -0.736 1.774 -3.022
O -0.304 0.453 -2.637
C -0.299 -0.328 -3.836
H 1.210 0.435 -5.164
H -0.377 0.513 -5.888
H -0.663 2.686 -4.912
H 0.949 2.533 -4.213
H -1.824 1.804 -3.125
H -0.490 2.474 -2.227
H -1.288 -0.761 -4.020
H 0.392 -1.165 -3.718
C 3.895 1.114 -2.669
C 3.468 2.398 -1.914
C 2.428 1.982 -0.880
O 2.022 0.638 -1.222
C 3.011 0.014 -2.084
H 4.929 0.903 -2.412
H 3.733 1.207 -3.736
H 2.999 3.072 -2.634
H 4.295 2.953 -1.484
H 1.599 2.680 -0.849
H 2.855 1.962 0.124
H 2.422 -0.504 -2.845
H 3.589 -0.718 -1.522
C -3.553 -2.347 -1.374
C -3.937 -1.329 -0.304
C -2.851 -0.295 -0.497
O -1.660 -1.097 -0.687
C -2.028 -2.397 -1.230
H -3.879 -1.961 -2.340
H -4.010 -3.322 -1.219
H -3.885 -1.734 0.710
H -4.942 -0.922 -0.403
H -2.712 0.436 0.294
H -3.028 0.278 -1.418
H -1.763 -3.119 -0.462
H -1.572 -2.556 -2.204
C -0.884 4.769 1.629
Cl -1.513 6.361 1.137
Cl 0.833 4.830 2.003
H -1.457 4.472 2.497
H -1.025 4.079 0.810
```

Output
**LUMO (alpha / beta)**: -3.2129 / -4.0733 eV
**Orbital gap (alpha / beta)**: 9.5 / 8.6 eV
**HOMO (alpha / beta)**: -12.698 / -12.692 eV
**Spin multiplicity**: 4
**Net charge**: +1



Question: spin multiplicity of number 1 (C5H14O2)?
Answer: 1